[1]
This record from OMol25 describes a 6-piece molecular cluster, H11O5S overall. The level of theory is ωB97M-V/def2-TZVPD.

Summary:
LUMO level: 3.188 eV
net charge: -1
orbital gap: 7.2 eV

Element x y z (Å)
1 S 1.9287 1.4285 -0.2843
2 H 1.0082 0.9556 0.6019
3 H 1.4849 -0.0618 -2.2238
4 H 0.2594 0.5643 -2.7422
5 O 0.7805 -0.2203 -2.8382
6 H -0.0717 -1.9444 -2.1619
7 H 0.3174 -2.4831 -0.8334
8 O -0.3603 -2.5819 -1.5141
9 H -1.6441 -1.4558 2.6779
10 H -1.6105 -0.4416 1.6322
11 O -2.2330 -1.0721 2.0026
12 H -0.7605 0.8300 -1.2101
13 H -2.0303 0.0939 -1.0339
14 O -1.6370 0.7658 -1.5850
15 H 1.8189 1.4484 3.7425
16 H 1.5592 2.0960 2.4347
17 O 1.1902 2.0784 3.3351

Atoms 1-6, force components in eV/Å:
S -0.407 -0.196 0.477
H 0.247 0.056 -0.299
H 0.938 0.344 0.994
H -0.570 0.580 -0.089
O -0.185 -1.163 -1.188
H 0.144 0.847 -0.670

Mulliken population analysis, charges in e, atoms 1 to 8: -0.77 -0.10 0.27 0.29 -0.58 0.39 0.29 -0.66



[2]
This record from OMol25 describes one molecule with the formula C6H11N. The level of theory is ωB97M-V/def2-TZVPD.

Summary:
LUMO level: 0.877 eV
orbital gap: 8.9 eV
structure (SMILES): C=CNC/C=C/C

Element x y z (Å)
1 C -1.2809 2.4649 -1.5345
2 C -0.9276 1.2834 -0.9222
3 N -0.7424 1.1244 0.4625
4 C -1.0982 -0.1976 0.9511
5 C -0.2030 -1.3375 0.4853
6 C 1.1183 -1.1877 0.9826
7 C 2.3027 -1.6323 -0.1249
8 H -1.0637 3.5050 -1.1046
9 H -2.0021 2.3439 -2.3963
10 H -0.9598 0.4363 -1.5319
11 H 0.0509 1.4661 0.8600
12 H -2.1972 -0.4508 0.9483
13 H -1.0198 -0.0605 2.0580
14 H -0.7683 -2.1748 -0.1482
15 H 1.2376 -0.6694 1.8950
16 H 2.8514 -0.6940 -0.0983
17 H 1.8380 -1.7840 -1.0451
18 H 2.8641 -2.4355 0.2631

Atoms 1-6, force components in eV/Å:
C -0.052 -0.597 0.551
C -1.230 3.926 0.021
N -2.522 -1.640 -1.938
C -1.018 -0.641 2.573
C 1.179 0.154 1.478
C -2.454 -3.298 -5.870

Mulliken population analysis, charges in e, atoms 1 to 8: -0.61 -0.18 -0.25 -0.89 -0.18 -0.31 -1.07 0.24



[3]
This record from OMol25 describes one molecule with the formula C5H7NO. The level of theory is ωB97M-V/def2-TZVPD.

Summary:
LUMO level: 0.805 eV
orbital gap: 10.3 eV
structure (SMILES): O=C[C@H]1[C@H]2CCN21

Element x y z (Å)
1 O 1.7524 0.6636 1.2701
2 C 1.1444 1.3854 0.5150
3 C 0.3681 0.9433 -0.6878
4 C 0.0650 -0.4456 -1.0728
5 C -0.0921 -1.4019 0.1020
6 C -1.1281 -0.3925 0.6355
7 N -1.0290 0.4621 -0.5952
8 H 1.1205 2.4817 0.6871
9 H 0.4532 1.6517 -1.5116
10 H 0.1301 -0.7461 -2.1166
11 H 0.7943 -1.5993 0.7056
12 H -0.5556 -2.3421 -0.2063
13 H -0.8794 0.1264 1.5663
14 H -2.1437 -0.7867 0.7086

Atoms 1-6, force components in eV/Å:
O -0.283 0.294 -0.320
C 0.115 -0.247 0.248
C 0.196 0.052 -0.061
C 0.171 -0.165 -0.284
C 0.053 -0.071 0.028
C -0.129 -0.037 0.257

Mulliken population analysis, charges in e, atoms 1 to 8: -0.45 -0.17 0.24 -0.23 -0.53 -0.41 -0.54 0.35



[4]
This record from OMol25 describes C17H22AuN9OS as an isolated structure. The level of theory is ωB97M-V/def2-TZVPD.

Summary:
LUMO level: -7.762 eV
net charge: +2
orbital gap: 7.2 eV

Element x y z (Å)
1 Au 0.8376 0.6719 -0.0400
2 N 4.3442 1.6859 -2.2358
3 C 3.6292 0.6676 -1.7721
4 N 2.5677 1.1725 -1.1613
5 C 2.7041 2.5234 -1.2932
6 N 3.7765 2.8727 -1.9449
7 C 1.6556 3.3779 -0.7464
8 C 1.6337 4.7559 -0.8469
9 N 0.6202 5.4714 -0.3706
10 C -0.3775 4.8160 0.1969
11 C -0.3895 3.4280 0.3245
12 N 0.6384 2.7210 -0.1418
13 H 5.2116 1.6590 -2.7554
14 H 3.8802 -0.3741 -1.8873
15 H 2.4522 5.2812 -1.3236
16 H -1.2094 5.3969 0.5742
17 H -1.2053 2.8879 0.7787
18 C -4.0008 2.4782 -2.2869
19 C -3.5421 1.2147 -1.6362
20 C -4.0397 -0.0340 -2.0019
21 C -3.5287 -1.1463 -1.3679
22 N -2.5912 -1.0599 -0.4155
23 C -2.2081 0.1691 -0.1238
24 S -1.0444 0.3351 1.2330
25 N -2.6127 1.3074 -0.6753
26 H -5.0285 2.3927 -2.6337
27 H -3.3754 2.6926 -3.1566
28 H -3.9191 3.3124 -1.5940
29 H -4.8054 -0.1280 -2.7589
30 H -3.8739 -2.1421 -1.6193
31 C 2.3303 -0.8388 2.3215
32 N 1.3569 -1.8883 2.0652
33 C 1.0109 -2.7266 3.2238
34 C -0.2180 -3.5566 2.9299
35 C -0.0264 -4.2516 1.5984
36 N 0.2308 -3.2459 0.5596
37 C -0.3378 -3.5255 -0.7580
38 C 0.8791 -2.1293 0.8453
39 O 1.1032 -1.2951 -0.1449
40 H 1.8584 0.0719 2.7019
41 H 2.9142 -0.6214 1.4294
42 H 3.0225 -1.1953 3.0831
43 H 0.8482 -2.0618 4.0726
44 H 1.8664 -3.3658 3.4570
45 H -1.1054 -2.9226 2.8840
46 H -0.3652 -4.2858 3.7244
47 H -0.9262 -4.7869 1.3018
48 H 0.7958 -4.9705 1.6305
49 H -1.4240 -3.4942 -0.6944
50 H -0.0155 -4.5194 -1.0657
51 H 0.0021 -2.7978 -1.4836

Atoms 1-6, force components in eV/Å:
Au -0.257 0.112 -0.037
N 0.010 0.050 -0.005
C -0.039 -0.020 0.014
N 0.106 -0.105 -0.029
C -0.039 0.034 0.006
N 0.016 -0.027 -0.007

Mulliken population analysis, charges in e, atoms 1 to 8: 1.03 0.13 -0.22 -0.35 -0.13 -0.60 0.93 -0.20



[5]
This record from OMol25 describes a 3-piece molecular cluster, C7H17NO2 overall. The level of theory is ωB97M-V/def2-TZVPD.

Summary:
LUMO level: 0.534 eV
orbital gap: 8.4 eV
structure (SMILES): C=C/C(CC)=C(\C)N.O.O

Element x y z (Å)
1 C 1.4737 2.2837 -0.1329
2 C 1.4089 0.9485 -0.1774
3 C 0.2278 0.3500 -0.8374
4 C 0.5174 -0.3586 -2.1410
5 C 0.0877 -1.8806 -2.0615
6 C -0.9651 0.4771 -0.2684
7 C -1.1522 1.1435 1.0580
8 N -2.1736 0.1761 -0.8825
9 H 2.4828 2.6544 0.1465
10 H 0.7909 2.7756 -0.7633
11 H 2.3874 0.2058 -0.0297
12 H 1.5026 -0.1837 -2.5642
13 H -0.1370 0.0422 -2.9821
14 H -0.6101 -2.0841 -1.2335
15 H -0.3648 -2.2559 -2.9781
16 H 1.0572 -2.4923 -2.0525
17 H -0.2762 1.0233 1.6816
18 H -2.0179 0.6163 1.5248
19 H -1.1680 2.3699 1.0728
20 H -2.8188 -0.2738 -0.3993
21 H -2.0397 -0.2519 -1.7886
22 O -1.3501 -1.1580 2.4370
23 H -0.4852 -1.6164 2.2221
24 H -1.9623 -1.8508 2.6971
25 O 2.0670 -0.3837 3.1161
26 H 1.3105 0.1683 3.1933
27 H 2.2070 -0.4449 2.1433

Atoms 1-6, force components in eV/Å:
C 3.279 -1.821 0.293
C 1.625 -1.355 -0.800
C 1.454 -0.562 -0.214
C -2.740 -0.613 -1.221
C 2.215 -0.394 -0.514
C -0.447 1.150 0.428

Mulliken population analysis, charges in e, atoms 1 to 8: -1.06 -0.64 0.72 -1.08 -1.03 0.80 -1.16 -0.53



[6]
This record from OMol25 describes C30H36GeIN2O5Pd as an isolated structure. The level of theory is ωB97M-V/def2-TZVPD.

Summary:
LUMO level (alpha / beta): -2.070 / -4.084 eV
net charge: +1
spin multiplicity: 3
orbital gap (alpha / beta): 8.9 / 6.9 eV

Element x y z (Å)
1 Pd -0.5837 -0.6028 -2.9968
2 C -3.7705 0.1812 -3.1764
3 O -2.4880 0.4791 -3.6711
4 C -2.2800 1.8879 -3.9336
5 C -0.9912 1.9688 -4.7412
6 O 0.0897 1.2247 -4.1882
7 C 0.9448 1.8004 -3.1863
8 C 2.1326 0.8681 -3.0166
9 O 1.7346 -0.4104 -2.5893
10 C 2.2409 -0.8433 -1.2903
11 H -4.4926 0.1755 -4.0292
12 H -4.1128 0.9599 -2.4390
13 H -3.7491 -0.8082 -2.6817
14 H -2.1727 2.5097 -3.0528
15 H -3.1479 2.3175 -4.5216
16 H -0.6863 2.9972 -4.8480
17 H -1.1577 1.5651 -5.7703
18 H 0.4558 1.9777 -2.2318
19 H 1.3581 2.7526 -3.5320
20 H 2.7196 1.3639 -2.2078
21 H 2.7149 0.8172 -3.9379
22 H 3.3051 -1.0961 -1.3741
23 H 1.6455 -1.7283 -1.0040
24 H 2.1525 0.0127 -0.6200
25 O -1.1281 -2.1468 -1.5264
26 C -1.2262 -1.2768 -0.6266
27 O -0.9924 -0.0476 -0.9110
28 C -1.5266 -1.6879 0.7890
29 C -0.2835 -1.7133 1.6735
30 Ge 0.1553 -0.0796 2.6400
31 C 1.7549 0.7971 1.9866
32 C 2.9502 0.0574 2.0233
33 C 4.1292 0.6472 1.5745
34 C 4.1844 1.9663 1.2203
35 C 3.0235 2.7265 1.2492
36 C 1.8277 2.1256 1.6263
37 C 0.4289 -0.6290 4.5020
38 C -0.1495 -1.7708 5.0829
39 C 0.1214 -2.1689 6.3933
40 C 0.8640 -1.3239 7.2084
41 C 1.4444 -0.1874 6.6695
42 C 1.2424 0.1360 5.3293
43 C -1.3878 1.0746 2.5889
44 C -2.2084 1.2209 3.7177
45 C -3.3955 1.9609 3.6155
46 C -3.7777 2.4320 2.3439
47 C -2.9298 2.3397 1.2516
48 C -1.7204 1.6390 1.3709
49 H -1.9333 -2.6830 0.7368
50 H -2.2764 -0.9635 1.1871
51 H 0.5887 -2.1472 1.1248
52 H -0.4004 -2.4046 2.4980
53 H 2.9904 -0.9903 2.3210
54 H 5.0185 0.0459 1.5988
55 H 5.1217 2.4028 0.9519
56 H 2.9803 3.7828 1.0765
57 H 0.9334 2.7245 1.5362
58 H -0.7718 -2.4971 4.5726
59 H -0.2193 -3.1191 6.7399
60 H 1.0258 -1.5663 8.2733
61 H 2.0921 0.4837 7.2520
62 H 1.7500 1.0327 4.9374
63 H -1.9771 0.7753 4.6781
64 H -4.0629 2.0882 4.4757
65 H -4.7434 2.9069 2.2045
66 H -3.3147 2.7596 0.3363
67 H -1.1425 1.4582 0.4797
68 I 2.2600 -5.6182 -3.9835
69 C 1.0760 -4.0324 -4.5825
70 C 0.1948 -3.9528 -5.6081
71 N -0.2764 -2.6774 -5.5639
72 N 0.2754 -1.9593 -4.5870
73 C 1.0717 -2.7930 -3.9465
74 H -0.2197 -4.7151 -6.2639
75 H -0.9442 -2.2363 -6.1341
76 H 1.6415 -2.5662 -3.0634

Atoms 1-6, force components in eV/Å:
Pd 0.471 -0.047 -0.039
C -1.570 0.224 0.470
O 0.447 0.869 -0.084
C -0.126 -0.257 -1.074
C -0.383 -0.146 -0.967
O -0.118 -0.442 0.437

Mulliken population analysis, charges in e, atoms 1 to 8: 0.37 -0.93 -0.18 -0.32 -0.70 -0.20 -0.46 -0.47



| no. | calculated total energy (eV) | M (g/mol) | largest force on an atom (hartree/bohr) |
| --- | --- | --- | --- |
| 1 | -21253.276 | 123.15 | 0.0325 |
| 2 | -7886.091 | 97.16 | 0.1394 |
| 3 | -8833.451 | 97.12 | 0.0101 |
| 4 | -47957.956 | 597.46 | 0.0055 |
| 5 | -13116.983 | 147.22 | 0.1068 |
| 6 | -112999.471 | 810.56 | 0.0322 |